Entry from the Open Molecules 2025 dataset: C4H6F12Na3O3P2 as an isolated structure (the ωB97M-V functional and the def2-TZVPD basis).

Structure (XYZ):
```
30
Properties=species:S:1:pos:R:3
Na -1.48 12.42 -17.75
Na -7.55 12.50 -15.41
Na -3.64 16.79 -17.62
P -4.53 13.56 -17.61
F -3.01 14.06 -18.08
F -4.66 14.83 -16.59
F -5.49 14.39 -18.66
F -5.88 12.95 -16.91
F -4.56 12.22 -18.59
F -3.69 12.79 -16.44
P 0.55 13.67 -20.02
F 0.72 13.12 -18.47
F 2.06 14.37 -19.98
F 1.05 12.22 -20.51
F 0.23 14.24 -21.48
F -0.96 13.04 -19.99
F -0.06 14.97 -19.41
C -7.71 9.47 -18.14
C -7.62 10.22 -19.57
C -6.24 10.23 -20.18
O -6.55 9.85 -21.57
C -7.80 9.46 -21.67
O -8.27 8.75 -22.57
O -8.48 9.65 -20.51
H -6.66 9.25 -17.96
H -8.26 8.53 -18.25
H -8.02 10.14 -17.34
H -8.07 11.21 -19.50
H -5.50 9.57 -19.74
H -5.82 11.23 -20.33
```

Computed properties:
- E: -74832.8347 eV
- Largest force on an atom: 5.0 eV/A
- LUMO level: -0.1878 hartree
- HOMO: -0.4608 Ha
- Total charge: +1
- Orbital gap: 0.273 Eh



Entry from the Open Molecules 2025 dataset: an isolated molecule of C4H6F2 (the ωB97M-V functional and the def2-TZVPD basis).

Structure (XYZ):
```
12
Properties=species:S:1:pos:R:3
C 0.25 0.19 0.76
C -0.45 -0.15 -0.53
C 0.14 -1.05 -1.58
C 0.19 0.44 -1.85
H 1.35 0.24 0.67
H -1.57 -0.12 -0.54
H -0.45 -1.72 -2.19
H 1.02 -1.57 -1.36
H -0.42 0.87 -2.61
H 1.20 0.87 -1.63
F 0.01 -0.76 1.68
F -0.22 1.30 1.31
```

Computed properties:
- E: -9679.2552 eV
- Largest force on an atom: 3.0 eV/A
- LUMO level: 0.0431 hartree
- HOMO: -0.3985 Ha
- SMILES: FC(F)C1CC1
- Orbital gap: 0.442 Eh



Entry from the Open Molecules 2025 dataset: an isolated molecule of C4H6F2 (the ωB97M-V functional and the def2-TZVPD basis).

Structure (XYZ):
```
12
Properties=species:S:1:pos:R:3
C 1.10 1.47 -0.66
C 0.32 0.45 0.12
C -0.31 -0.59 -0.34
C -1.07 -1.49 0.65
H 1.85 2.01 -0.07
H 1.66 0.96 -1.45
H 0.14 0.52 1.16
H -0.19 -1.03 -1.29
H -2.03 -1.79 0.25
H -0.37 -2.24 1.02
F 0.19 2.41 -1.12
F -1.30 -0.67 1.73
```

Computed properties:
- E: -9678.7288 eV
- Largest force on an atom: 2.4 eV/A
- LUMO level: 0.0409 hartree
- HOMO: -0.3767 Ha
- SMILES: FC/C=C/CF
- Orbital gap: 0.418 Eh



Entry from the Open Molecules 2025 dataset: an isolated molecule of C4H6F2 (the ωB97M-V functional and the def2-TZVPD basis).

Structure (XYZ):
```
12
Properties=species:S:1:pos:R:3
C 1.51 0.27 0.39
C 0.43 -0.70 -0.20
C -1.03 -0.40 0.24
C -1.88 0.53 -0.45
H 1.78 0.33 1.37
H 0.70 -1.69 0.37
H 0.38 -1.08 -1.28
H -1.31 -0.58 1.36
H -1.62 1.02 -1.43
H -2.83 0.97 0.11
F 2.61 -0.19 -0.47
F 1.25 1.51 0.00
```

Computed properties:
- E: -9677.8722 eV
- Largest force on an atom: 7.4 eV/A
- LUMO level: 0.0372 hartree
- HOMO: -0.3551 Ha
- SMILES: C=CCC(F)F
- Orbital gap: 0.392 Eh



Entry from the Open Molecules 2025 dataset: an isolated molecule of C4H6F2O2 (the ωB97M-V functional and the def2-TZVPD basis).

Structure (XYZ):
```
14
Properties=species:S:1:pos:R:3
C -0.07 -0.13 -0.07
C 2.33 1.02 -0.11
C -1.99 -1.24 -0.77
C 1.53 -0.27 -0.14
O -0.58 0.81 0.43
O -0.60 -1.22 -0.68
F 1.82 -1.08 0.94
F 1.77 -1.00 -1.21
H 3.26 0.95 0.39
H 2.50 1.45 -1.14
H 1.67 1.62 0.57
H -2.58 -1.97 -0.23
H -2.09 -1.79 -1.73
H -2.46 -0.28 -0.64
```

Computed properties:
- E: -13774.5560 eV
- Largest force on an atom: 3.2 eV/A
- LUMO level: 0.0323 hartree
- HOMO: -0.3946 Ha
- SMILES: COC(=O)C(C)(F)F
- Orbital gap: 0.427 Eh



Entry from the Open Molecules 2025 dataset: a 2-piece molecular cluster, C4H6F2O2S overall (the ωB97M-V functional and the def2-TZVPD basis).

Structure (XYZ):
```
15
Properties=species:S:1:pos:R:3
C 1.49 -1.03 0.11
C 0.52 0.27 -0.14
C -0.74 0.29 0.64
C 1.34 1.17 -0.77
H 3.12 -1.88 -0.40
H 0.75 -1.90 0.14
H 2.11 -0.99 1.15
H -1.56 -0.13 0.17
H -0.67 -0.10 1.68
H 2.52 1.00 -1.01
O -6.25 0.21 0.20
O 2.56 -1.13 -0.82
F -1.04 1.65 0.77
F 1.07 2.53 -0.83
S -5.22 0.04 -0.89
```

Computed properties:
- E: -24604.7651 eV
- Largest force on an atom: 5.9 eV/A
- LUMO level: -0.0917 hartree
- HOMO: -0.3284 Ha
- SMILES: OC/C(=C/F)CF.O=S
- Orbital gap: 0.237 Eh



Entry from the Open Molecules 2025 dataset: an isolated molecule of C4H6F2S (the ωB97M-V functional and the def2-TZVPD basis).

Structure (XYZ):
```
13
Properties=species:S:1:pos:R:3
C -0.80 1.01 -0.83
C -0.84 0.28 0.51
C 0.32 -0.63 0.83
C 1.53 -0.74 -0.02
H -1.75 1.50 -0.99
H 0.02 1.76 -0.81
H -0.86 1.06 1.24
H 0.49 -0.74 1.90
H 1.55 -0.21 -0.98
H 2.49 -0.83 0.48
F -0.58 0.15 -1.89
F -2.03 -0.41 0.61
S 0.48 -2.21 -0.03
```

Computed properties:
- E: -20514.6066 eV
- Largest force on an atom: 1.3 eV/A
- LUMO level: 0.0309 hartree
- HOMO: -0.3253 Ha
- SMILES: FC[C@@H](F)[C@@H]1CS1
- Orbital gap: 0.356 Eh



Entry from the Open Molecules 2025 dataset: C4H6F3O2Rb as an isolated structure (the ωB97M-V functional and the def2-TZVPD basis).

Structure (XYZ):
```
16
Properties=species:S:1:pos:R:3
Rb -3.09 1.03 0.76
C 0.29 1.47 0.09
O -0.35 0.22 -0.31
O -0.64 2.40 -0.16
C 0.63 1.28 1.58
F -0.46 0.92 2.33
F 1.55 0.30 1.77
F 1.12 2.40 2.14
C 0.41 -0.93 -0.64
C -0.48 -1.94 -1.31
H -0.79 -1.67 -2.33
H -0.01 -2.91 -1.50
H -1.41 -2.18 -0.79
H 0.83 -1.41 0.25
H 1.21 -0.62 -1.32
H 1.18 1.63 -0.54
```

Computed properties:
- E: -17147.9003 eV
- Largest force on an atom: 2.9 eV/A
- LUMO level: -0.0278 hartree
- HOMO: -0.2757 Ha
- Orbital gap: 0.248 Eh